The following is a DFT calculation (ωB97M-V with the def2-TZVPD basis set) of C19H61IN22O14P as an isolated structure.

Charge: -1
HOMO level (eV): -3.1

Atoms and positions in Å:
1 C -4.381 0.454 4.719
2 C -3.836 1.429 3.660
3 C -3.769 0.685 2.309
4 C -5.053 0.866 1.484
5 C -5.498 -0.399 0.690
6 C -4.370 -1.376 0.331
7 C -3.302 -0.731 -0.534
8 C -2.057 -1.605 -0.778
9 I -1.161 -2.218 1.141
10 P -0.841 -0.588 -1.587
11 O -0.960 -0.578 -3.053
12 O 0.650 -1.169 -1.185
13 O -0.802 0.954 -1.001
14 H -5.097 -0.192 4.217
15 H -3.576 -0.203 5.034
16 H -4.836 0.956 5.567
17 H -2.809 1.678 3.912
18 H -4.454 2.320 3.593
19 H -2.945 1.106 1.744
20 H -3.531 -0.347 2.537
21 H -4.951 1.687 0.792
22 H -5.854 1.149 2.168
23 H -6.307 -0.903 1.217
24 H -5.913 -0.060 -0.250
25 H -3.981 -1.818 1.241
26 H -4.806 -2.196 -0.240
27 H -3.047 0.266 -0.182
28 H -3.755 -0.583 -1.519
29 H 0.994 -0.654 -0.437
30 H 0.106 1.284 -0.933
31 C 2.359 -4.714 0.522
32 O 2.257 -4.617 1.746
33 N 1.740 -3.871 -0.339
34 N 3.117 -5.700 -0.037
35 H 1.824 -3.948 -1.335
36 H 1.168 -3.126 0.036
37 H 3.573 -6.332 0.597
38 H 3.236 -5.838 -1.025
39 C 4.352 -8.474 -2.399
40 O 4.334 -7.257 -2.454
41 N 4.004 -9.099 -1.240
42 N 4.710 -9.270 -3.455
43 H 3.994 -10.092 -1.109
44 H 3.753 -8.492 -0.470
45 H 4.966 -8.811 -4.308
46 H 4.727 -10.270 -3.414
47 C -7.034 2.403 -1.741
48 O -6.561 1.920 -0.725
49 N -8.378 2.454 -1.976
50 N -6.242 2.924 -2.730
51 H -8.795 2.838 -2.802
52 H -8.980 2.077 -1.270
53 H -5.250 2.892 -2.586
54 H -6.601 3.322 -3.575
55 C -11.924 1.541 -2.807
56 O -11.061 2.385 -2.972
57 N -11.623 0.226 -2.597
58 N -13.257 1.847 -2.817
59 H -12.312 -0.487 -2.456
60 H -10.651 -0.026 -2.584
61 H -13.505 2.807 -2.967
62 H -13.984 1.171 -2.681
63 C 3.895 1.483 -1.428
64 O 3.981 2.699 -1.262
65 N 4.684 0.601 -0.748
66 N 3.010 0.925 -2.291
67 H 4.619 -0.391 -0.879
68 H 5.355 0.963 -0.084
69 H 2.387 1.524 -2.808
70 H 2.926 -0.065 -2.431
71 C 4.391 6.822 -1.562
72 O 4.380 8.041 -1.410
73 N 4.010 5.949 -0.599
74 N 4.793 6.238 -2.727
75 H 4.025 4.949 -0.731
76 H 3.701 6.325 0.276
77 H 5.084 6.843 -3.471
78 H 4.803 5.243 -2.866
79 C 6.046 1.517 2.903
80 O 5.669 1.680 1.757
81 N 5.834 2.452 3.876
82 N 6.707 0.388 3.306
83 H 6.130 2.344 4.826
84 H 5.349 3.288 3.608
85 H 6.874 -0.318 2.614
86 H 7.023 0.235 4.244
87 C 2.947 -8.670 2.414
88 O 3.492 -7.935 1.608
89 N 2.861 -8.347 3.733
90 N 2.374 -9.863 2.058
91 H 2.413 -8.923 4.419
92 H 3.258 -7.468 4.018
93 H 2.408 -10.121 1.091
94 H 1.917 -10.473 2.707
95 C 3.304 -4.308 5.422
96 O 2.947 -5.454 5.661
97 N 3.353 -3.785 4.174
98 N 3.692 -3.456 6.435
99 H 3.655 -2.848 3.987
100 H 3.066 -4.364 3.388
101 H 3.665 -3.812 7.370
102 H 3.986 -2.512 6.280
103 C 0.916 2.471 -5.431
104 O 1.476 2.024 -4.450
105 N -0.433 2.370 -5.586
106 N 1.593 3.097 -6.447
107 H -0.931 2.720 -6.381
108 H -0.940 1.896 -4.855
109 H 2.587 3.177 -6.352
110 H 1.149 3.468 -7.264
111 C 3.964 11.994 0.470
112 O 3.945 13.204 0.643
113 N 3.574 11.110 1.439
114 N 4.371 11.418 -0.695
115 H 3.581 10.115 1.313
116 H 3.266 11.493 2.312
117 H 4.663 12.029 -1.432
118 H 4.390 10.421 -0.852

Mulliken population analysis, charges in e, atoms 1 to 6: C -1.1964; C -0.6946; C -0.3785; C -0.3889; C -0.8409; C -0.8188

=====

The following is a DFT calculation (ωB97M-V with the def2-TZVPD basis set) of C45H64BCaN6O5PSSe as an isolated structure.

Charge: -2
HOMO level (eV): 0.6

Atoms and positions in Å:
1 Ca 2.002 -0.647 -0.911
2 C 0.746 -3.278 -0.951
3 C 0.980 -3.765 0.471
4 C -0.214 -4.612 0.940
5 C 1.236 -2.683 1.487
6 C 1.724 -2.955 2.767
7 C 1.800 -1.741 3.413
8 C 2.228 -1.722 4.868
9 C 1.084 -2.272 5.734
10 C 2.780 -0.446 5.497
11 N 1.351 -0.797 2.544
12 N 1.012 -1.382 1.366
13 B 1.261 0.725 2.752
14 N -0.218 1.244 2.633
15 N -0.860 1.221 1.460
16 C -2.087 1.687 1.641
17 C -2.256 2.030 2.989
18 C -1.039 1.735 3.590
19 C -0.709 1.912 5.043
20 C -1.440 0.858 5.881
21 C -1.085 3.315 5.528
22 C -3.066 1.716 0.503
23 C -4.226 2.667 0.784
24 C -3.578 0.297 0.237
25 N 2.194 1.556 1.825
26 N 2.227 1.517 0.470
27 C 3.164 2.376 0.071
28 C 3.745 2.993 1.186
29 C 3.110 2.443 2.279
30 C 3.317 2.844 3.712
31 C 2.348 3.981 4.064
32 C 4.762 3.263 3.977
33 C 3.501 2.650 -1.370
34 C 4.214 3.994 -1.529
35 C 4.374 1.537 -1.964
36 H 0.450 -4.110 -1.591
37 H 1.673 -2.861 -1.352
38 H -0.040 -2.516 -0.970
39 H 1.878 -4.391 0.473
40 H -1.130 -4.016 0.910
41 H -0.063 -4.964 1.962
42 H -0.348 -5.481 0.291
43 H 2.043 -3.909 3.157
44 H 3.041 -2.453 4.907
45 H 0.228 -1.599 5.695
46 H 1.400 -2.375 6.777
47 H 0.762 -3.246 5.368
48 H 1.992 0.283 5.689
49 H 3.535 0.001 4.851
50 H 3.246 -0.693 6.454
51 H 1.574 0.957 3.867
52 H -3.129 2.442 3.468
53 H 0.364 1.779 5.178
54 H -2.520 1.005 5.818
55 H -1.138 0.921 6.929
56 H -1.216 -0.140 5.510
57 H -2.169 3.447 5.524
58 H -0.649 4.079 4.885
59 H -0.725 3.471 6.548
60 H -2.539 2.054 -0.394
61 H -4.806 2.314 1.640
62 H -4.888 2.721 -0.083
63 H -3.861 3.672 1.002
64 H -4.042 -0.116 1.136
65 H -2.745 -0.346 -0.050
66 H -4.318 0.303 -0.568
67 H 4.529 3.730 1.196
68 H 3.097 1.994 4.354
69 H 2.618 4.884 3.513
70 H 2.374 4.204 5.135
71 H 1.331 3.702 3.788
72 H 4.999 4.201 3.471
73 H 5.450 2.494 3.627
74 H 4.918 3.408 5.049
75 H 2.574 2.715 -1.940
76 H 5.206 3.961 -1.074
77 H 3.644 4.806 -1.072
78 H 4.331 4.217 -2.591
79 H 5.293 1.424 -1.389
80 H 4.620 1.763 -3.004
81 H 3.868 0.571 -1.933
82 O 2.816 -1.563 -4.683
83 S 1.731 -0.672 -4.371
84 O 1.890 0.692 -4.875
85 O 1.315 -0.681 -2.957
86 C 0.368 -1.277 -5.438
87 C 0.842 -1.465 -6.739
88 C 0.005 -1.868 -7.757
89 C -1.334 -2.101 -7.484
90 C -1.814 -1.926 -6.205
91 C -0.990 -1.503 -5.154
92 P -1.723 -1.345 -3.461
93 C -3.136 -0.243 -3.959
94 C -2.908 1.127 -3.814
95 C -3.900 2.050 -4.111
96 C -5.139 1.623 -4.568
97 C -5.373 0.266 -4.728
98 C -4.384 -0.659 -4.423
99 C -2.536 -3.003 -3.418
100 C -1.850 -4.119 -3.907
101 C -2.364 -5.396 -3.754
102 C -3.564 -5.598 -3.085
103 C -4.228 -4.505 -2.548
104 C -3.714 -3.226 -2.704
105 H 1.897 -1.294 -6.910
106 H 0.392 -2.014 -8.758
107 H -2.002 -2.431 -8.271
108 H -2.856 -2.134 -6.002
109 H -1.940 1.480 -3.475
110 H -3.709 3.109 -3.980
111 H -5.916 2.340 -4.803
112 H -6.333 -0.081 -5.095
113 H -4.593 -1.713 -4.546
114 H -0.900 -3.982 -4.408
115 H -1.820 -6.242 -4.156
116 H -3.970 -6.596 -2.975
117 H -5.148 -4.644 -1.994
118 H -4.235 -2.388 -2.259
119 O -0.190 0.108 -0.850
120 H -0.345 0.413 0.088
121 H -0.280 0.910 -1.380
122 Se 4.283 -1.701 -0.025
123 O 0.586 2.203 -2.999
124 H 0.952 1.864 -3.842
125 H 1.022 1.616 -2.367

Mulliken population analysis, charges in e, atoms 1 to 6: Ca 0.4265; C -1.0074; C 1.1753; C -1.6398; C -0.4019; C -1.0084

=====

The following is a DFT calculation (ωB97M-V with the def2-TZVPD basis set) of C8H22BrFeN2O2 as an isolated structure.

Multiplicity: 9
⟨S²⟩: 20.01
Charge: +1
HOMO level (alpha / beta) (eV): -7.5 / -12.2

Atoms and positions in Å:
1 Fe -0.632 -3.164 -2.508
2 Br 0.816 -0.827 -2.069
3 C 0.101 3.081 1.831
4 C 0.109 2.319 0.514
5 C 0.901 3.008 -0.663
6 O 0.551 4.388 -0.611
7 C 0.941 5.157 -1.775
8 N 0.721 1.052 0.832
9 H -0.138 4.133 1.668
10 H 1.052 3.039 2.362
11 H -0.602 2.680 2.561
12 H -0.908 2.078 0.206
13 H 0.684 2.491 -1.598
14 H 1.953 2.886 -0.407
15 H 0.505 6.155 -1.826
16 H 0.608 4.610 -2.657
17 H 2.017 5.306 -1.858
18 H 0.444 0.440 0.078
19 H 1.726 1.127 0.758
20 C 0.948 -3.581 1.691
21 C -0.094 -3.783 0.543
22 C -1.114 -2.570 0.523
23 O -1.735 -2.523 -0.712
24 C -2.868 -1.667 -0.815
25 N 0.549 -3.910 -0.796
26 H 0.392 -3.252 2.568
27 H 1.672 -2.899 1.245
28 H 1.551 -4.462 1.913
29 H -0.546 -4.750 0.765
30 H -0.635 -1.636 0.816
31 H -1.719 -2.852 1.386
32 H -2.894 -0.894 -0.047
33 H -3.733 -2.315 -0.677
34 H -3.051 -1.127 -1.744
35 H 1.264 -4.624 -0.798
36 H 1.164 -3.116 -0.696

Mulliken population analysis, charges in e, atoms 1 to 6: Fe -0.0177; Br 0.0632; C -1.4940; C 0.6032; C -0.5646; O -0.3066

=====

The following is a DFT calculation (ωB97M-V with the def2-TZVPD basis set) of C31H32Cl2N10O2RuS as an isolated structure.

Charge: +2
HOMO level (eV): -11.7

Atoms and positions in Å:
1 Ru 0.066 0.900 0.181
2 N 2.237 1.186 3.928
3 C 1.761 1.262 2.681
4 S 0.020 1.165 2.475
5 N 2.604 1.430 1.699
6 N 1.989 1.517 0.488
7 C 2.672 1.897 -0.538
8 C 4.105 2.257 -0.500
9 C 4.500 3.545 -0.848
10 C 5.844 3.889 -0.823
11 C 6.794 2.943 -0.468
12 C 6.402 1.656 -0.128
13 C 5.059 1.313 -0.134
14 C 1.893 1.976 -1.782
15 C 2.437 2.314 -3.011
16 C 1.607 2.381 -4.118
17 C 0.253 2.116 -3.977
18 C -0.226 1.770 -2.730
19 N 0.579 1.692 -1.667
20 H 1.624 1.076 4.715
21 H 3.215 1.369 4.087
22 H 3.759 4.284 -1.131
23 H 6.149 4.894 -1.086
24 H 7.843 3.209 -0.455
25 H 7.145 0.919 0.147
26 H 4.748 0.314 0.147
27 H 3.496 2.519 -3.085
28 H 2.017 2.639 -5.085
29 H -0.424 2.163 -4.819
30 H -1.266 1.526 -2.559
31 C -4.071 4.501 0.786
32 N -2.647 4.168 0.869
33 C -1.724 5.244 1.218
34 C -2.169 2.952 0.559
35 N -0.919 2.718 0.301
36 N -3.104 1.931 0.563
37 C -2.967 0.634 0.109
38 N -4.119 -0.063 0.071
39 N -1.829 0.156 -0.248
40 H -4.163 5.561 0.568
41 H -4.593 4.302 1.725
42 H -4.550 3.965 -0.031
43 H -2.252 5.959 1.844
44 H -1.351 5.765 0.334
45 H -0.890 4.853 1.800
46 H -0.345 3.549 0.275
47 H -3.984 2.153 0.999
48 H -5.006 0.351 0.295
49 H -4.090 -1.058 -0.094
50 H -1.874 -0.814 -0.543
51 Cl -0.724 -4.872 3.624
52 C -2.197 -4.588 2.773
53 C -3.407 -4.826 3.397
54 C -4.588 -4.610 2.704
55 C -4.562 -4.117 1.409
56 C -3.344 -3.857 0.809
57 Cl -3.343 -3.138 -0.781
58 C -2.130 -4.129 1.454
59 N -0.881 -3.902 0.861
60 C -0.455 -4.387 -0.345
61 C -1.191 -5.375 -1.029
62 C -0.766 -5.827 -2.254
63 C 0.393 -5.305 -2.831
64 C 1.138 -4.353 -2.145
65 C 0.750 -3.894 -0.899
66 C 1.621 -2.908 -0.161
67 C 0.958 -1.569 0.015
68 O 0.290 -1.290 1.038
69 O 1.052 -0.677 -0.879
70 H -3.414 -5.196 4.413
71 H -5.536 -4.820 3.180
72 H -5.476 -3.930 0.863
73 H -0.251 -3.318 1.394
74 H -2.076 -5.790 -0.568
75 H -1.328 -6.597 -2.766
76 H 0.726 -5.657 -3.799
77 H 2.052 -3.972 -2.583
78 H 2.538 -2.764 -0.728
79 H 1.893 -3.280 0.831

Mulliken population analysis, charges in e, atoms 1 to 6: Ru -1.0410; N -0.3965; C 0.6813; S -0.3296; N -1.5342; N 1.9640

=====

The following is a DFT calculation (ωB97M-V with the def2-TZVPD basis set) of the molecule C23H26N4O2S.

HOMO level (eV): -7.8
SMILES: CCCn1c(SCC(=O)N2CCN(c3ccccc3)CC2)nc2ccccc2c1=O

Atoms and positions in Å:
1 C 2.161 -0.897 -1.811
2 C 3.065 0.264 -1.413
3 C 3.535 0.169 0.042
4 N 2.432 0.060 0.979
5 C 1.717 1.145 1.378
6 S 2.171 2.723 0.744
7 C 0.791 3.736 1.360
8 C -0.588 3.097 1.495
9 O -1.217 3.275 2.519
10 N -1.135 2.498 0.411
11 C -0.460 2.246 -0.844
12 C -1.436 1.645 -1.857
13 N -1.954 0.384 -1.373
14 C -1.644 -0.806 -2.012
15 C -1.487 -0.848 -3.403
16 C -1.190 -2.030 -4.050
17 C -1.052 -3.211 -3.341
18 C -1.238 -3.190 -1.971
19 C -1.534 -2.012 -1.311
20 C -2.236 0.370 0.051
21 C -2.392 1.791 0.575
22 N 0.709 1.126 2.168
23 C 0.273 -0.072 2.657
24 C -0.846 -0.103 3.495
25 C -1.301 -1.312 3.970
26 C -0.657 -2.502 3.627
27 C 0.451 -2.482 2.811
28 C 0.930 -1.267 2.317
29 C 2.102 -1.225 1.452
30 O 2.769 -2.186 1.133
31 H 1.915 -0.844 -2.869
32 H 1.226 -0.884 -1.254
33 H 2.652 -1.847 -1.615
34 H 2.549 1.214 -1.572
35 H 3.957 0.266 -2.042
36 H 4.133 -0.737 0.173
37 H 4.134 1.045 0.304
38 H 0.744 4.583 0.672
39 H 1.064 4.095 2.353
40 H -0.037 3.176 -1.236
41 H 0.354 1.523 -0.712
42 H -0.894 1.489 -2.789
43 H -2.256 2.346 -2.053
44 H -1.622 0.046 -3.992
45 H -1.072 -2.027 -5.124
46 H -0.816 -4.132 -3.850
47 H -1.148 -4.102 -1.399
48 H -1.672 -2.046 -0.242
49 H -1.426 -0.110 0.622
50 H -3.157 -0.195 0.227
51 H -3.196 2.315 0.050
52 H -2.624 1.781 1.641
53 H -1.321 0.832 3.746
54 H -2.165 -1.342 4.617
55 H -1.030 -3.440 4.009
56 H 0.970 -3.387 2.535

Mulliken population analysis, charges in e, atoms 1 to 6: C -0.7932; C -0.1970; C -1.5640; N 0.0751; C 0.4136; S -0.2061

=====

The following is a DFT calculation (ωB97M-V with the def2-TZVPD basis set) of the molecule C18H20N2O5S.

HOMO level (eV): -8.1
SMILES: CCOc1ccc(NS(=O)(=O)c2ccc3c(c2)N(C(C)=O)CCO3)cc1

Atoms and positions in Å:
1 C -7.495 -1.971 -1.027
2 C -6.638 -0.900 -0.371
3 O -5.300 -1.111 -0.778
4 C -4.332 -0.275 -0.313
5 C -3.034 -0.536 -0.757
6 C -1.972 0.237 -0.340
7 C -2.185 1.305 0.528
8 N -1.107 2.065 0.988
9 S 0.289 2.323 0.103
10 O 0.033 2.327 -1.307
11 O 0.887 3.488 0.686
12 C 1.318 0.916 0.499
13 C 1.015 0.027 1.511
14 C 1.885 -1.017 1.763
15 C 3.071 -1.148 1.043
16 C 3.393 -0.211 0.041
17 C 2.475 0.796 -0.241
18 N 4.578 -0.389 -0.684
19 C 5.472 0.572 -1.098
20 C 5.178 2.007 -0.751
21 O 6.476 0.244 -1.693
22 C 4.995 -1.779 -0.741
23 C 5.104 -2.289 0.692
24 O 3.855 -2.209 1.353
25 C -3.476 1.574 0.962
26 C -4.543 0.791 0.553
27 H -8.534 -1.841 -0.738
28 H -7.158 -2.956 -0.719
29 H -7.413 -1.900 -2.108
30 H -6.716 -0.971 0.723
31 H -6.974 0.099 -0.683
32 H -2.882 -1.361 -1.434
33 H -0.976 0.033 -0.697
34 H -1.340 2.859 1.563
35 H 0.105 0.139 2.077
36 H 1.675 -1.749 2.526
37 H 2.634 1.487 -1.050
38 H 6.130 2.530 -0.688
39 H 4.636 2.106 0.185
40 H 4.601 2.472 -1.547
41 H 5.958 -1.824 -1.250
42 H 4.253 -2.363 -1.294
43 H 5.395 -3.340 0.726
44 H 5.846 -1.691 1.237
45 H -3.652 2.402 1.633
46 H -5.530 1.031 0.915

Mulliken population analysis, charges in e, atoms 1 to 6: C -1.4260; C -0.2671; O -0.3828; C 0.6465; C -1.0736; C 0.1982